1.
Computed, not measured: a structure of composition C27H36LiNP2Si, with ωB97M-V/def2-TZVPD.

Geometry as XYZ:
```
68
C27H36LiNP2Si (ωB97M-V/def2-TZVPD)
Li -0.752 -0.768 0.075
C -3.091 -3.013 -2.534
P -3.033 -2.224 -0.864
C -4.827 -1.959 -0.628
C -2.800 -3.630 0.336
C -2.740 -3.046 1.781
P -1.073 -2.229 2.031
C -0.021 -3.678 2.439
C -1.245 -1.357 3.607
H -3.566 -2.273 -3.159
H -3.754 -3.848 -2.556
H -2.130 -3.278 -2.975
H -5.322 -2.940 -0.616
H -5.283 -1.274 -1.319
H -5.028 -1.587 0.391
H -1.873 -4.182 0.099
H -3.640 -4.312 0.165
H -2.848 -3.838 2.551
H -3.547 -2.350 2.030
H -0.420 -4.220 3.281
H 0.989 -3.279 2.595
H -0.038 -4.413 1.607
H -1.372 -1.954 4.547
H -2.084 -0.639 3.566
H -0.389 -0.672 3.800
C 1.896 1.831 4.675
C 2.791 1.941 3.619
C 2.372 1.962 2.295
C 1.010 1.877 2.003
C 0.092 1.961 3.057
C 0.544 1.882 4.384
Si 0.391 1.407 0.238
C -0.433 2.978 -0.575
C 0.102 4.254 -0.444
C -0.481 5.394 -0.996
C -1.666 5.199 -1.761
C -2.272 3.985 -1.826
C -1.673 2.933 -1.169
C 2.028 1.325 -0.860
C 3.048 0.401 -0.432
C 4.228 0.290 -1.077
C 4.535 1.051 -2.190
C 3.566 1.961 -2.676
C 2.363 2.070 -2.009
H 2.214 1.887 5.704
H 3.832 1.798 3.846
H 3.173 1.961 1.554
H -1.007 2.050 2.943
H -0.227 2.026 5.167
H 1.086 4.362 0.090
H -0.074 6.381 -0.968
H -2.182 6.045 -2.246
H -3.266 3.863 -2.235
H -2.249 2.020 -1.123
H 2.771 -0.214 0.414
H 4.978 -0.482 -0.690
H 5.499 0.955 -2.691
H 3.855 2.472 -3.568
H 1.608 2.787 -2.341
C 2.612 -2.271 -3.676
C 1.721 -1.149 -3.147
C 0.882 -1.606 -2.061
N 0.232 -2.040 -1.224
H 3.319 -1.867 -4.419
H 1.988 -3.041 -4.131
H 3.260 -2.701 -2.908
H 1.148 -0.730 -3.967
H 2.274 -0.250 -2.831
```

Frontier orbital gap (eV): 6.746
Energy above the lowest of the compared OMol25 structures with the same formula, charge and spin (kcal/mol): 9.27
Net charge: 0
Maximum force (hartree/bohr): 0.063

2.
Computed, not measured: a structure of composition C27H37As3N3Ru, with ωB97M-V/def2-TZVPD.

Geometry as XYZ:
```
71
C27H37As3N3Ru (ωB97M-V/def2-TZVPD)
Ru 0.357 0.116 -0.612
N 7.740 7.289 -0.236
C 6.918 6.490 -0.290
C 5.879 5.489 -0.358
C 5.690 4.767 -1.535
C 4.706 3.797 -1.597
C 3.890 3.566 -0.490
C 4.070 4.300 0.682
C 5.073 5.251 0.751
C 2.825 2.537 -0.557
C 3.204 1.209 -0.780
C 4.511 0.757 -0.906
C 4.472 -0.612 -1.243
C 3.154 -0.948 -1.295
N 2.325 0.125 -0.997
C 1.504 2.953 -0.411
C 1.077 4.275 -0.316
C -0.318 4.271 -0.161
C -0.694 2.957 -0.178
N 0.378 2.106 -0.353
H 6.316 4.969 -2.394
H 4.556 3.238 -2.512
H 3.441 4.115 1.544
H 5.235 5.812 1.661
H 5.392 1.365 -0.767
H 5.307 -1.270 -1.424
H 2.766 -1.913 -1.560
H 1.724 5.139 -0.370
H -0.972 5.121 -0.050
H -1.686 2.583 -0.041
C -3.636 1.077 -0.179
As -2.145 -0.048 -0.687
C -2.124 0.101 -2.638
C -3.006 -1.796 -0.405
C -2.453 -2.725 0.692
C -2.146 -1.992 1.999
C -1.205 -3.443 0.149
As 0.364 -2.389 -0.404
C 0.671 -3.269 -2.113
C 1.665 -3.106 0.839
C -3.463 -3.890 0.926
As -5.080 -3.633 1.986
C -6.077 -2.029 1.654
C -4.740 -3.790 3.864
H -4.522 0.627 -0.623
H -3.544 2.090 -0.556
H -3.728 1.106 0.905
H -2.960 -0.442 -3.077
H -1.200 -0.304 -3.054
H -2.190 1.152 -2.913
H -2.980 -2.308 -1.368
H -4.051 -1.554 -0.206
H -1.300 -1.311 1.892
H -1.888 -2.696 2.794
H -2.994 -1.391 2.339
H -1.482 -4.028 -0.728
H -0.813 -4.137 0.894
H 1.054 -4.271 -1.924
H 1.362 -2.725 -2.748
H -0.284 -3.342 -2.631
H 1.865 -4.139 0.561
H 1.229 -3.077 1.836
H 2.589 -2.536 0.841
H -2.978 -4.717 1.450
H -3.809 -4.286 -0.031
H -6.378 -1.969 0.611
H -5.452 -1.181 1.940
H -6.964 -2.059 2.285
H -4.152 -4.683 4.064
H -5.693 -3.853 4.388
H -4.206 -2.890 4.175
```

Frontier orbital gap (spin up / spin down) (eV): 6.545 / 4.877
Spin multiplicity: 5
Net charge: +3
<S²>: 6.03
Maximum force (hartree/bohr): 0.020

3.
Computed, not measured: a structure of composition C27H37BCsF4GeN2O2P, with ωB97M-V/def2-TZVPD.

Geometry as XYZ:
```
76
C27H37BCsF4GeN2O2P (ωB97M-V/def2-TZVPD)
Cs 0.345 -0.600 1.852
C 1.036 6.087 1.637
N 0.743 4.708 1.303
C -0.435 4.125 1.940
C 1.708 3.813 0.916
O 1.618 2.629 1.188
N 2.816 4.333 0.226
C 3.852 3.332 -0.006
C 2.541 5.126 -0.971
H 0.886 6.255 2.707
H 0.382 6.774 1.092
H 2.069 6.319 1.397
H -1.167 4.916 2.097
H -0.200 3.655 2.897
H -0.872 3.366 1.295
H 4.105 2.830 0.924
H 4.737 3.840 -0.393
H 3.532 2.569 -0.722
H 1.661 5.746 -0.833
H 2.370 4.484 -1.842
H 3.393 5.774 -1.186
C 4.738 -4.907 3.125
Ge 3.145 -3.738 2.820
C 2.000 -4.855 1.633
C 2.190 -3.863 4.559
C 3.291 -1.963 2.128
H 4.422 -5.897 3.475
H 5.400 -4.465 3.875
H 5.307 -5.029 2.198
H 2.137 -5.922 1.833
H 2.233 -4.661 0.582
H 0.944 -4.613 1.795
H 1.912 -4.903 4.761
H 1.279 -3.258 4.542
H 2.812 -3.500 5.381
H 4.296 -1.568 2.359
F -1.258 0.278 6.466
B -2.101 1.254 5.889
F -2.150 2.400 6.725
F -3.406 0.728 5.733
F -1.590 1.629 4.616
O -1.120 -1.014 -0.122
P -1.605 -1.007 -1.553
C -1.084 0.388 -2.443
C -0.482 1.464 -1.711
C -0.099 2.622 -2.335
C -0.276 2.797 -3.734
C -0.904 1.767 -4.457
C -1.316 0.601 -3.850
C -3.429 -1.000 -1.589
C -4.049 0.159 -1.103
C -5.422 0.306 -1.162
C -6.209 -0.691 -1.735
C -5.609 -1.834 -2.228
C -4.225 -1.993 -2.152
C -1.097 -2.502 -2.428
C -0.201 -3.345 -1.766
C 0.316 -4.468 -2.396
C -0.057 -4.769 -3.700
C -0.952 -3.943 -4.365
C -1.475 -2.819 -3.736
H -0.325 1.352 -0.645
H 0.344 3.413 -1.739
H 0.029 3.711 -4.229
H -1.080 1.896 -5.521
H -1.826 -0.147 -4.445
H -3.432 0.946 -0.683
H -5.886 1.201 -0.765
H -7.284 -0.571 -1.791
H -6.217 -2.616 -2.668
H -3.769 -2.909 -2.507
H 0.098 -3.103 -0.753
H 1.013 -5.104 -1.864
H 0.348 -5.644 -4.196
H -1.249 -4.177 -5.381
H -2.186 -2.198 -4.263
```

Frontier orbital gap (spin up / spin down) (eV): 5.432 / 3.387
Net charge: -2
Maximum force (hartree/bohr): 0.038

4.
Computed, not measured: a structure of composition C27H37ClN3PS2Tc, with ωB97M-V/def2-TZVPD.

Geometry as XYZ:
```
72
C27H37ClN3PS2Tc (ωB97M-V/def2-TZVPD)
Tc 0.063 1.496 -1.724
S -1.983 1.143 -2.794
C -3.059 2.363 -2.190
C -4.417 2.277 -2.563
N -5.517 2.131 -2.841
C -2.613 3.339 -1.335
S -0.991 3.309 -0.727
C -3.417 4.421 -0.919
N -4.041 5.322 -0.591
Cl 3.511 6.001 -1.271
C 3.392 4.299 -1.214
C 4.512 3.488 -1.021
C 4.326 2.116 -1.022
C 3.052 1.598 -1.186
N 1.967 2.369 -1.335
C 2.147 3.692 -1.366
H 5.488 3.924 -0.882
H 5.160 1.446 -0.887
H 2.903 0.526 -1.210
H 1.280 4.322 -1.509
C -3.965 -2.270 1.119
C -3.900 -0.801 1.503
C -2.451 -0.272 1.473
C -1.619 -1.047 0.442
C -2.522 -1.377 -0.747
C -3.501 -2.475 -0.324
P -0.021 -0.224 -0.044
C 1.092 -1.533 -0.805
C 0.957 -2.987 -0.309
C 0.276 -3.886 -1.337
C 1.095 -3.957 -2.628
C 1.754 -2.615 -2.970
C 0.966 -1.469 -2.338
C 0.909 0.334 1.470
C 0.313 1.564 2.152
C 1.412 2.243 2.978
C 2.359 1.213 3.604
C 1.646 -0.113 3.837
C 1.189 -0.758 2.513
H -4.978 -2.652 1.244
H -3.343 -2.848 1.807
H -4.321 -0.653 2.497
H -4.523 -0.233 0.808
H -2.019 -0.389 2.467
H -2.461 0.794 1.234
H -1.297 -1.998 0.884
H -1.959 -1.695 -1.622
H -3.078 -0.482 -1.025
H -3.031 -3.455 -0.432
H -4.360 -2.462 -0.997
H 2.099 -1.196 -0.531
H 0.434 -3.035 0.647
H 1.959 -3.385 -0.133
H -0.730 -3.522 -1.543
H 0.170 -4.884 -0.918
H 0.449 -4.274 -3.444
H 1.870 -4.718 -2.528
H 1.791 -2.492 -4.050
H 2.781 -2.592 -2.606
H -0.074 -1.567 -2.650
H 1.337 -0.492 -2.713
H 1.867 0.656 1.040
H -0.496 1.266 2.816
H -0.089 2.269 1.420
H 0.934 2.835 3.759
H 1.980 2.935 2.354
H 2.741 1.595 4.551
H 3.228 1.049 2.960
H 0.786 0.062 4.483
H 2.307 -0.802 4.360
H 0.302 -1.364 2.713
H 1.973 -1.421 2.147
```

Frontier orbital gap (spin up / spin down) (eV): 6.253 / 6.213
Spin multiplicity: 4
Net charge: +2
<S²>: 3.80
Maximum force (hartree/bohr): 0.035